Below is a structure of composition C40H45F5N4O3RuSbSe, with properties calculated with ωB97M-V with the def2-TZVPD basis set.

Summary:
Max |F|: 0.64 eV Å⁻¹
Gap between HOMO and LUMO (spin up / spin down): 7.5 / 7.3 eV
Relative energy (zero: lowest compared OMol25 entry of this formula, charge and spin): 0.00 kcal/mol
HOMO (spin up / spin down): -7.67 / -7.69 eV
E: -142367.2807 eV
Multiplicity: 2
<S²>: 0.756

Structure (XYZ):
```
100
Properties=species:S:1:pos:R:3:forces:R:3
Sb 0.141 2.254 0.346 -0.1 0.0 0.3
Ru -0.389 -0.337 -0.067 -0.6 -0.2 0.0
Se -0.908 -2.701 -1.198 0.0 0.2 0.3
F 3.592 -1.477 -3.519 0.0 0.0 0.0
F 1.180 -0.639 -2.838 0.0 0.0 0.0
F 4.733 -1.951 1.016 0.0 0.0 0.0
F 5.425 -2.150 -1.614 0.0 0.0 0.0
F 2.358 -1.094 1.736 0.0 0.0 0.0
O -0.293 -0.645 1.886 0.4 -0.2 -0.2
O -1.208 0.331 -1.843 0.2 0.0 0.0
O -1.123 0.729 -4.394 0.0 0.0 -0.1
N 1.191 -4.624 -0.804 0.0 0.0 0.1
N 0.024 -4.284 0.995 0.0 0.1 0.0
N -2.467 -0.400 0.222 0.0 0.0 -0.3
N -3.257 0.078 -0.817 0.1 -0.1 0.0
C -1.354 4.711 1.625 0.0 0.0 0.0
C 0.158 -3.924 -0.292 0.1 0.0 -0.1
C -4.415 1.848 -5.363 0.0 0.0 0.0
C -2.512 0.394 -1.836 0.0 0.0 0.0
C -3.071 -2.794 2.885 0.1 0.0 0.1
C 2.812 -6.308 0.171 0.0 0.0 0.0
C -5.141 1.717 -4.180 0.0 0.0 0.0
C -3.079 1.510 -5.406 0.0 0.0 0.0
C 1.452 4.701 -1.062 0.0 0.0 -0.1
C -1.009 -1.575 2.489 -0.2 0.3 0.0
C 3.855 -1.608 0.066 0.0 0.0 0.0
C 2.349 -6.740 2.516 0.0 0.0 0.0
C -0.423 -2.295 3.541 -0.1 0.0 0.1
C -0.366 3.625 -2.366 0.0 0.0 0.0
C 1.464 1.752 3.052 0.0 0.0 0.0
C -2.363 -1.830 2.160 0.1 -0.1 0.0
C 1.704 -4.545 -2.160 0.0 0.0 0.0
C 2.590 -1.151 0.409 0.0 -0.1 0.0
C 1.282 -5.859 2.532 0.0 0.0 0.0
C 1.619 -0.766 -0.508 0.2 0.1 -0.1
C -3.053 -1.150 1.074 0.0 0.1 0.2
C 1.724 2.649 1.842 0.0 -0.1 -0.1
C 4.215 -1.705 -1.262 -0.1 0.0 0.0
C 0.816 3.363 -1.430 -0.1 0.0 0.0
C 2.034 -0.914 -1.828 -0.1 0.0 0.0
C -2.722 3.420 0.017 0.0 0.0 0.0
C -2.187 2.465 2.261 0.0 0.0 0.1
C -2.478 -3.508 3.911 -0.1 0.0 0.0
C 3.102 -6.959 1.357 0.0 0.0 0.0
C -1.150 -3.243 4.238 0.1 0.0 0.0
C 1.876 4.088 2.339 0.0 0.0 0.0
C -1.650 3.307 1.103 0.1 0.1 0.0
C 3.041 2.228 1.184 0.0 0.0 0.0
C 3.284 -1.354 -2.222 0.0 0.0 0.0
C -3.152 0.892 -3.071 -0.1 0.0 0.0
C -4.507 1.239 -3.053 0.0 0.0 0.0
C -2.430 1.034 -4.265 0.1 0.0 0.0
C 1.831 2.500 -2.174 0.0 0.0 0.0
C 0.997 -5.205 1.344 0.0 0.0 0.0
C 1.741 -5.426 0.189 0.0 0.0 0.0
H -4.117 -1.329 0.941 0.0 0.0 0.0
H -0.675 -3.784 5.048 0.0 0.0 0.0
H 3.359 2.924 0.407 0.0 0.0 0.0
H 2.368 4.591 -0.484 0.0 0.0 0.0
H 1.715 5.220 -1.991 0.0 0.0 0.0
H 0.029 3.939 -3.338 0.0 0.0 0.0
H 0.612 -2.088 3.781 0.0 0.0 0.0
H 1.002 -3.978 -2.765 0.0 0.0 0.0
H 1.107 4.355 3.059 0.0 0.0 0.0
H 0.573 2.066 3.600 0.0 0.0 0.0
H -6.188 1.985 -4.144 0.0 0.0 0.0
H 2.316 1.842 3.738 0.0 0.0 0.0
H 2.992 1.233 0.744 0.0 0.0 0.0
H 0.768 5.350 -0.512 0.0 0.0 0.0
H 1.366 1.595 -2.556 0.0 -0.1 0.0
H -1.474 2.401 3.085 0.0 0.0 0.0
H -5.045 1.121 -2.122 0.0 0.0 0.0
H 3.398 -6.472 -0.723 0.0 0.0 0.0
H -0.845 5.340 0.893 0.0 0.0 0.0
H 2.610 -7.270 3.422 0.0 0.0 0.0
H 3.932 -7.652 1.391 0.0 0.0 0.0
H -2.443 1.454 1.959 0.0 -0.1 -0.1
H 1.882 4.838 1.551 0.0 0.0 0.0
H 2.836 4.157 2.863 0.0 0.0 0.0
H 3.827 2.212 1.948 0.0 0.0 0.0
H -2.521 4.245 -0.663 0.0 0.0 0.0
H -2.307 5.197 1.865 0.0 0.0 0.0
H 2.201 3.066 -3.036 0.0 0.0 0.0
H 0.697 -5.684 3.425 0.0 0.0 0.0
H 1.348 0.705 2.785 0.0 0.0 0.0
H -1.003 4.427 -1.999 0.0 0.0 0.0
H -2.849 2.515 -0.573 0.0 -0.1 0.0
H 2.691 2.223 -1.562 0.0 0.0 0.0
H -0.979 2.740 -2.537 0.0 0.0 0.0
H 2.671 -4.045 -2.161 0.0 0.0 0.0
H 1.809 -5.552 -2.560 0.0 0.0 0.0
H -3.098 2.940 2.644 0.0 0.0 0.0
H -2.501 1.603 -6.316 0.0 0.0 0.0
H -0.765 4.693 2.538 0.0 0.0 0.0
H -3.683 3.624 0.501 0.0 0.0 0.0
H -0.654 -3.857 1.610 0.0 0.0 0.0
H -0.790 0.447 -3.520 0.0 0.0 0.0
H -3.045 -4.247 4.462 0.0 0.0 0.0
H -4.107 -2.980 2.625 0.0 0.0 0.0
H -4.899 2.218 -6.258 0.0 0.0 0.0
```
Positions in Å, forces in eV/Å.